# 1
{
  "formula": "C3H7NO",
  "method": "ωB97M-V/def2-TZVPD",
  "e_above_lowest_kj_mol": 279.89,
  "mol_weight_da": 73.095,
  "largest_force_ev_per_a": 6.8,
  "charge": 0,
  "lumo_energy_ev": 0.75,
  "symbols": ["C", "C", "C", "H", "H", "H", "H", "H", "H", "H", "N", "O"],
  "positions_angstrom": [[1.107, 0.940, -0.027], [0.989, -0.570, -0.006], [-1.506, -0.282, 0.092], [0.845, 1.673, 0.963], [0.676, 1.395, -0.829], [2.419, 1.181, -0.207], [-0.491, -1.912, -0.663], [-1.602, 0.459, 1.146], [-1.644, 0.359, -0.940], [-2.442, -0.834, 0.314], [-0.285, -1.107, -0.006], [1.934, -1.302, 0.163]],
  "mulliken_charge": [-0.96, 0.55, -0.73, 0.25, 0.38, 0.25, 0.27, 0.21, 0.25, 0.30, -0.21, -0.57]
}

=====

# 2
{
  "formula": "C46H40N2NaOS2",
  "method": "ωB97M-V/def2-TZVPD",
  "e_above_lowest_kj_mol": 0.00,
  "mol_weight_da": 723.963,
  "largest_force_ev_per_a": 0.9,
  "charge": -1,
  "lumo_energy_ev": 1.51,
  "symbols": ["Na", "S", "C", "C", "C", "C", "C", "C", "N", "C", "C", "C", "C", "C", "C", "C", "C", "N", "C", "C", "C", "C", "C", "S", "C", "H", "H", "H", "H", "H", "H", "H", "H", "H", "H", "H", "H", "C", "C", "C", "C", "C", "C", "C", "C", "C", "C", "C", "C", "C", "C", "H", "H", "H", "H", "H", "H", "H", "H", "H", "H", "H", "C", "C", "C", "C", "C", "C", "C", "C", "C", "C", "C", "C", "O", "H", "H", "H", "H", "H", "H", "H", "H", "H", "H", "H", "H", "H", "H", "H", "H", "H"],
  "positions_angstrom": [[-0.060, -0.025, -0.019], [4.951, -2.925, -0.461], [6.506, -3.553, -0.770], [7.363, -2.589, -1.209], [6.750, -1.315, -1.280], [5.434, -1.334, -0.897], [4.496, -0.209, -0.826], [3.117, -0.437, -0.639], [2.230, 0.524, -0.541], [2.646, 1.799, -0.589], [3.988, 2.147, -0.804], [4.355, 3.533, -0.876], [3.430, 4.503, -0.716], [2.056, 4.181, -0.447], [1.077, 5.158, -0.211], [-0.211, 4.772, 0.081], [-0.493, 3.390, 0.136], [0.403, 2.459, -0.085], [1.662, 2.836, -0.377], [-1.287, 5.738, 0.319], [-1.517, 6.918, -0.331], [-2.672, 7.590, 0.142], [-3.293, 6.911, 1.147], [-2.492, 5.446, 1.507], [4.914, 1.101, -0.923], [6.712, -4.599, -0.621], [8.394, -2.780, -1.469], [7.266, -0.425, -1.610], [2.714, -1.443, -0.544], [5.393, 3.784, -1.060], [3.710, 5.548, -0.775], [1.341, 6.209, -0.240], [-1.504, 3.052, 0.334], [-0.900, 7.261, -1.149], [-3.032, 8.530, -0.249], [-4.187, 7.193, 1.677], [5.961, 1.345, -1.060], [-6.654, -2.889, -1.224], [-6.266, -1.650, -1.725], [-5.134, -1.019, -1.241], [-4.358, -1.610, -0.237], [-4.759, -2.851, 0.256], [-5.893, -3.486, -0.231], [-3.132, -0.961, 0.290], [-2.602, 0.165, -0.156], [-2.790, 1.260, -0.982], [-3.614, 2.369, -0.601], [-3.618, 3.552, -1.311], [-2.849, 3.725, -2.460], [-2.113, 2.625, -2.906], [-2.086, 1.434, -2.216], [-7.537, -3.384, -1.610], [-6.853, -1.175, -2.502], [-4.827, -0.058, -1.632], [-4.162, -3.323, 1.028], [-6.180, -4.453, 0.165], [-2.632, -1.539, 1.068], [-4.216, 2.276, 0.296], [-4.240, 4.367, -0.950], [-2.856, 4.656, -3.010], [-1.537, 2.699, -3.824], [-1.497, 0.606, -2.600], [-1.266, -4.075, -0.903], [0.169, -4.526, -0.621], [1.144, -3.897, -1.617], [0.541, -4.299, 0.831], [0.766, -5.397, 1.646], [1.053, -5.269, 2.999], [1.099, -3.992, 3.538], [0.886, -2.856, 2.770], [0.950, -1.500, 3.445], [2.127, -0.656, 2.955], [-0.352, -0.691, 3.393], [0.614, -2.976, 1.374], [0.422, -1.932, 0.637], [-1.542, -4.265, -1.944], [-1.377, -3.011, -0.704], [-1.973, -4.609, -0.266], [0.212, -5.611, -0.779], [1.117, -2.812, -1.529], [0.873, -4.167, -2.642], [2.165, -4.237, -1.432], [0.701, -6.388, 1.203], [1.218, -6.142, 3.619], [1.306, -3.865, 4.598], [1.127, -1.713, 4.507], [1.999, -0.407, 1.903], [3.067, -1.201, 3.062], [2.202, 0.275, 3.524], [-0.563, -0.257, 2.414], [-0.283, 0.147, 4.094], [-1.212, -1.299, 3.675]],
  "mulliken_charge": [1.17, 0.08, -0.53, -0.54, -0.57, 0.57, 0.70, -0.18, 0.17, -0.73, 1.11, -1.09, -0.91, 1.24, -0.96, 0.74, -1.49, 0.57, -0.52, 0.27, -0.68, -0.50, -0.54, -0.06, -0.92, 0.39, 0.40, 0.36, -0.49, 0.41, 0.41, 0.55, 0.72, 0.45, 0.40, 0.43, 0.37, -0.37, -0.79, -0.28, 0.72, -0.35, -0.70, -0.67, -0.59, 1.26, -0.89, -0.14, -0.72, -0.52, -0.72, 0.35, 0.38, 0.47, 0.42, 0.36, 0.10, 0.40, 0.41, 0.38, 0.37, 0.57, -1.33, 0.58, -1.19, 0.44, -1.12, -1.16, -0.79, 0.66, 0.43, -1.30, -1.34, -0.15, -0.11, 0.46, -0.07, 0.33, 0.53, -0.06, 0.51, 0.18, 0.36, 0.35, 0.32, 0.55, 0.05, 0.31, 0.47, 0.06, 0.46, 0.34]
}

=====

# 3
{
  "formula": "C15H29Br2ClCsF2KMg2NO4P",
  "method": "ωB97M-V/def2-TZVPD",
  "mol_weight_da": 772.244,
  "largest_force_ev_per_a": 4.2,
  "charge": 0,
  "lumo_energy_ev": -2.95,
  "symbols": ["C", "C", "C", "C", "C", "C", "O", "P", "C", "C", "C", "F", "H", "H", "H", "H", "H", "H", "H", "H", "H", "H", "H", "H", "H", "H", "H", "H", "H", "H", "H", "H", "H", "H", "H", "K", "Cs", "C", "O", "O", "O", "H", "Mg", "Br", "F", "Mg", "Cl", "N", "C", "C", "C", "C", "C", "H", "H", "H", "H", "H", "Br"],
  "positions_angstrom": [[-0.017, 2.351, -2.759], [1.045, 2.416, -1.662], [1.039, 3.827, -1.018], [1.000, 1.284, -0.587], [0.372, -0.057, -1.049], [2.488, 1.212, -0.063], [2.624, 0.451, 1.098], [3.791, 1.235, 2.310], [2.939, 0.266, 3.718], [1.431, 0.507, 3.841], [1.046, 1.557, 4.877], [0.684, 0.910, 6.072], [-0.127, 1.365, -3.268], [0.305, 3.062, -3.552], [-0.959, 2.773, -2.347], [2.025, 2.334, -2.146], [0.679, 4.526, -1.781], [2.084, 4.125, -0.758], [0.379, 3.896, -0.157], [0.353, 1.600, 0.272], [0.529, -0.293, -2.100], [-0.734, 0.039, -0.919], [0.627, -0.936, -0.417], [3.093, 0.714, -0.849], [2.810, 2.249, 0.043], [4.733, 0.127, 2.187], [4.505, 1.888, 1.223], [2.826, 2.356, 2.432], [4.648, 1.926, 3.252], [3.387, 0.604, 4.657], [3.195, -0.794, 3.648], [0.977, -0.427, 4.189], [0.934, 0.743, 2.891], [1.888, 2.200, 5.135], [0.158, 2.118, 4.575], [-2.398, 2.390, -3.319], [-3.027, -0.729, -1.849], [-6.384, -0.814, 2.809], [-5.899, 0.022, 1.995], [-7.294, -0.223, 3.720], [-6.188, -2.020, 2.916], [-7.224, 0.680, 3.383], [2.265, -1.329, -0.170], [3.290, 5.607, -0.250], [3.685, 4.677, -3.058], [-0.860, 2.445, 1.507], [3.800, 6.307, -3.134], [-3.230, -5.517, -3.780], [-2.339, -5.759, -2.816], [-2.103, -7.012, -2.278], [-2.835, -8.083, -2.762], [-3.767, -7.856, -3.759], [-3.923, -6.562, -4.231], [-1.790, -4.893, -2.462], [-1.365, -7.145, -1.499], [-2.682, -9.078, -2.366], [-4.361, -8.663, -4.165], [-4.639, -6.342, -5.015], [2.511, 7.742, -0.409]],
  "mulliken_charge": [-2.66, 0.71, -0.33, 4.65, -0.77, -2.01, -0.54, -0.20, -1.15, 0.45, -0.28, -0.33, 0.60, 0.54, 0.52, 0.33, 0.51, -0.40, -0.03, -1.98, 0.35, -0.91, 0.37, 0.43, 0.45, -0.02, 0.07, -0.15, 0.07, 0.49, 0.38, 0.40, -0.61, 0.26, 0.14, 0.75, 0.82, 0.67, -0.78, -0.49, -0.68, 0.29, 0.19, -0.02, -0.15, -0.03, 0.15, -0.56, -0.09, -0.46, -0.18, -0.37, -0.13, 0.39, 0.35, 0.37, 0.34, 0.34, -0.10]
}

=====

# 4
{
  "formula": "C42H77BNO10P",
  "method": "ωB97M-V/def2-TZVPD",
  "mol_weight_da": 797.861,
  "largest_force_ev_per_a": 7.1,
  "charge": -2,
  "lumo_energy_ev": 3.62,
  "symbols": ["C", "C", "P", "C", "C", "C", "O", "O", "C", "O", "O", "C", "B", "O", "O", "C", "C", "C", "C", "N", "C", "C", "C", "C", "C", "O", "C", "O", "C", "O", "O", "H", "H", "H", "H", "H", "H", "H", "H", "H", "H", "H", "H", "H", "H", "H", "H", "H", "H", "H", "H", "H", "C", "C", "C", "C", "C", "C", "H", "H", "H", "H", "H", "H", "H", "H", "H", "H", "H", "H", "H", "H", "C", "C", "C", "C", "C", "C", "H", "H", "H", "H", "H", "H", "H", "H", "H", "H", "H", "H", "H", "H", "C", "C", "C", "C", "C", "C", "H", "H", "H", "H", "H", "H", "H", "H", "H", "H", "H", "H", "H", "H", "C", "C", "C", "C", "C", "C", "H", "H", "H", "H", "H", "H", "H", "H", "H", "H", "H", "H", "H", "H"],
  "positions_angstrom": [[3.301, 2.234, -0.401], [2.845, 1.601, 1.009], [1.549, 0.209, 0.878], [1.754, -0.374, -0.952], [-0.212, 0.848, 1.198], [0.035, 1.772, 2.487], [-0.400, 2.954, 2.686], [0.909, 1.257, 3.459], [-0.436, 1.839, -0.064], [0.090, 2.936, -0.360], [-1.401, 1.091, -0.838], [-2.381, 0.629, 0.174], [-2.991, 2.110, 0.623], [-3.233, 2.530, 1.959], [-3.361, 2.914, -0.548], [-3.121, 4.319, -0.338], [-3.671, 0.022, -0.526], [-3.766, -0.306, -2.062], [-5.009, -0.847, -2.791], [-6.202, -1.135, -2.069], [-6.161, -0.843, -0.680], [-5.031, -0.284, 0.213], [-1.475, -0.207, 1.181], [-1.157, -1.768, 0.930], [-1.486, -2.379, -0.494], [-0.975, -1.698, -1.664], [-1.363, -2.498, -2.791], [-0.773, -2.401, -3.892], [-2.081, -0.349, 2.699], [-3.326, -0.208, 2.975], [-1.276, -0.769, 3.769], [2.487, 2.286, -1.197], [4.192, 1.639, -0.801], [3.667, 3.317, -0.203], [3.779, 1.107, 1.486], [2.560, 2.459, 1.700], [1.469, -1.497, -0.923], [1.126, 0.230, -1.690], [2.874, -0.370, -1.252], [-2.840, 3.399, 2.184], [-3.538, 4.726, 0.665], [-3.730, 4.883, -1.150], [-2.027, 4.631, -0.513], [-2.835, -0.084, -2.702], [-4.936, -1.010, -3.931], [-7.147, -1.061, -0.114], [-5.157, -0.077, 1.325], [-0.065, -2.062, 1.188], [-1.778, -2.401, 1.679], [-2.637, -2.507, -0.580], [-1.072, -3.464, -0.517], [-2.220, -3.246, -2.583], [-5.842, -3.640, 2.085], [-4.586, -3.882, 2.911], [-3.861, -5.175, 2.534], [-4.666, -6.459, 2.761], [-5.151, -6.673, 4.196], [-4.010, -6.806, 5.196], [-6.582, -4.432, 2.230], [-6.308, -2.695, 2.377], [-5.600, -3.584, 1.020], [-4.840, -3.881, 3.976], [-3.900, -3.042, 2.760], [-2.922, -5.229, 3.095], [-3.576, -5.128, 1.476], [-4.047, -7.314, 2.462], [-5.534, -6.471, 2.091], [-5.754, -7.587, 4.229], [-5.814, -5.858, 4.502], [-3.364, -7.650, 4.936], [-4.409, -6.985, 6.200], [-3.400, -5.902, 5.240], [-2.328, -0.482, -9.490], [-2.043, -1.002, -8.087], [-3.007, -0.451, -7.036], [-2.960, 1.068, -6.847], [-1.589, 1.630, -6.470], [-1.079, 1.105, -5.135], [-2.221, 0.604, -9.548], [-1.628, -0.921, -10.206], [-3.343, -0.746, -9.802], [-1.008, -0.776, -7.815], [-2.124, -2.095, -8.096], [-2.805, -0.944, -6.080], [-4.031, -0.735, -7.308], [-3.684, 1.343, -6.072], [-3.303, 1.562, -7.764], [-1.661, 2.721, -6.413], [-0.855, 1.414, -7.254], [-1.773, 1.357, -4.329], [-0.111, 1.556, -4.898], [-0.942, 0.021, -5.150], [3.990, 5.930, 7.294], [2.764, 5.202, 7.830], [2.741, 3.717, 7.463], [2.677, 3.421, 5.961], [1.481, 4.034, 5.232], [0.145, 3.511, 5.735], [4.028, 5.905, 6.202], [3.971, 6.980, 7.600], [4.908, 5.480, 7.681], [1.857, 5.699, 7.475], [2.755, 5.292, 8.923], [1.891, 3.244, 7.965], [3.637, 3.235, 7.874], [2.659, 2.335, 5.823], [3.599, 3.769, 5.480], [1.566, 3.802, 4.166], [1.501, 5.127, 5.310], [0.086, 2.426, 5.615], [-0.672, 3.957, 5.162], [-0.017, 3.755, 6.790], [5.691, -0.565, -3.417], [6.466, -0.412, -2.116], [7.603, 0.608, -2.213], [8.702, 0.258, -3.221], [9.388, -1.089, -2.987], [10.116, -1.164, -1.652], [6.329, -0.927, -4.228], [4.879, -1.286, -3.290], [5.253, 0.389, -3.722], [6.851, -1.386, -1.799], [5.773, -0.087, -1.332], [8.046, 0.737, -1.220], [7.183, 1.584, -2.483], [9.458, 1.052, -3.198], [8.287, 0.270, -4.234], [10.113, -1.256, -3.791], [8.664, -1.906, -3.056], [10.883, -0.386, -1.585], [10.612, -2.134, -1.547], [9.432, -1.050, -0.809]],
  "mulliken_charge": [-0.54, 0.20, -0.64, -0.41, 2.78, -1.10, -0.76, -0.75, -0.62, -0.65, -0.27, 0.52, 1.36, -0.54, -0.45, -0.81, -0.81, -0.02, -0.41, -0.66, -0.43, -0.45, 1.99, -0.50, -0.60, 0.08, 0.05, -0.59, -0.17, -0.70, -0.81, 0.15, -0.17, 0.37, 0.44, -0.11, 0.23, 0.09, 0.08, 0.23, 0.24, 0.25, 0.20, 0.17, 0.20, 0.31, 0.48, 0.35, 0.00, 0.31, 0.57, 0.32, -1.27, 0.44, -0.58, -0.92, -0.40, -1.19, 0.39, 0.37, 0.23, 0.28, -0.33, 0.42, 0.27, 0.41, 0.32, 0.38, 0.25, 0.29, 0.37, 0.30, -1.24, -0.50, -0.20, -0.76, -0.65, -0.72, 0.28, 0.39, 0.29, 0.27, 0.40, -0.01, 0.41, 0.38, 0.33, 0.37, 0.28, 0.15, 0.43, 0.13, -1.19, -0.36, -0.79, -0.72, 0.21, -1.29, 0.28, 0.38, 0.28, 0.25, 0.38, 0.31, 0.41, 0.32, 0.32, -0.22, 0.44, 0.20, 0.27, 0.49, -1.30, -0.16, -0.73, -0.80, -0.34, -1.20, 0.40, 0.39, 0.27, 0.32, 0.14, 0.33, 0.39, 0.39, 0.30, 0.37, 0.24, 0.29, 0.37, 0.30]
}